DFT (ωB97M-V/def2-TZVPD) results for the molecule C19H16F2N2O.

## Properties
**HOMO-LUMO gap**: 8.5 eV
**Molecular weight**: 326.346 g mol⁻¹
**Highest occupied orbital energy**: -8.33 eV
**Electronic energy**: -1118.12074 Ha

Geometry as ORCA input:
```
! wB97M-V def2-TZVPD RIJCOSX def2/J DEFGRID3
* xyz 0 1
H -2.560 0.481 2.561
C 5.258 -1.680 -1.850
H 0.157 0.055 1.409
C 0.027 -0.588 -0.624
C 1.949 -1.778 -1.472
C -3.751 1.641 1.227
C -4.882 2.729 3.495
H 2.428 -0.898 1.750
C -4.740 2.617 1.121
H -5.055 2.970 0.151
H 6.950 -1.223 -0.555
N -1.836 -0.127 -2.056
H -3.586 1.454 4.616
H -3.459 0.272 -3.223
H 5.528 -0.155 -0.325
C 1.922 -0.986 0.801
C 0.665 -0.463 0.611
O 3.815 -2.136 0.077
H -4.757 1.348 -1.362
H 5.871 -2.192 -2.593
C -3.127 1.037 0.042
C -3.760 0.972 -1.203
F -5.440 3.259 4.602
H -6.072 3.926 2.187
C -3.047 0.368 -2.225
F 6.686 0.218 -1.900
C -3.332 1.231 2.492
N -1.913 0.525 0.210
C -1.308 -0.035 -0.833
H 2.424 -2.289 -2.294
C 6.123 -0.709 -1.057
H 0.189 -1.348 -2.609
H 4.485 -1.112 -2.370
H 4.058 -3.456 -1.504
C -3.896 1.767 3.632
C 2.582 -1.650 -0.238
C 0.685 -1.252 -1.656
C 4.623 -2.718 -0.922
H 5.405 -3.244 -0.366
C -5.309 3.167 2.254
*
```

Population analysis type Löwdin, resulting atomic charges in e: number 1, H, carries 0.1097; number 2, C, carries -0.1440; number 3, H, carries 0.1055; number 4, C, carries -0.1658; number 5, C, carries -0.0137; number 6, C, carries -0.1666; number 7, C, carries -0.2731; number 8, H, carries 0.1180; number 9, C, carries -0.0219; number 10, H, carries 0.1098; number 11, H, carries 0.1240; number 12, N, carries 0.1267; number 13, H, carries 0.1189; number 14, H, carries 0.1102; number 15, H, carries 0.1233; number 16, C, carries 0.0044; number 17, C, carries -0.0166; number 18, O, carries -0.0492; number 19, H, carries 0.1022; number 20, H, carries 0.1231; number 21, C, carries -0.2159; number 22, C, carries 0.0064; number 23, F, carries 0.0607; number 24, H, carries 0.1185; number 25, C, carries -0.1135; number 26, F, carries -0.0498; number 27, C, carries -0.0126; number 28, N, carries 0.1783; number 29, C, carries -0.2823; number 30, H, carries 0.1054; number 31, C, carries -0.2187; number 32, H, carries 0.1076; number 33, H, carries 0.1112; number 34, H, carries 0.1220; number 35, C, carries 0.0028; number 36, C, carries -0.2595; number 37, C, carries -0.0155; number 38, C, carries -0.1980; number 39, H, carries 0.1309; number 40, C, carries -0.0028



DFT (ωB97M-V/def2-TZVPD) results for a cluster of 2 separate species, C19H16F4N in total in a non-equilibrium geometry.

## Properties
**HOMO-LUMO gap**: 3.7 eV
**Molecular weight**: 334.336 g mol⁻¹
**Highest occupied orbital energy**: -10.43 eV
**Electronic energy**: -1187.52896 Ha

Geometry as ORCA input:
```
! wB97M-V def2-TZVPD RIJCOSX def2/J DEFGRID3
* xyz 1 1
H 3.212 -0.541 2.727
H -1.118 1.803 1.858
H -1.619 4.084 3.462
C -0.826 4.447 4.091
C -1.348 -0.920 6.949
C -0.307 5.690 3.819
H -2.488 -1.909 1.845
H 0.135 -2.309 1.853
F 1.280 0.285 9.152
C 1.267 -0.434 1.869
C 0.365 0.251 8.157
F -0.786 6.418 2.784
C 0.143 -1.231 1.868
C -1.495 0.161 6.114
H 0.833 2.178 7.527
C -2.408 -0.820 1.847
C 0.213 1.334 7.323
H -2.233 0.099 5.335
N 0.854 0.878 1.878
C -0.715 1.327 6.262
C -0.931 2.376 5.333
H 1.124 7.160 4.393
H -0.290 -1.724 8.615
C -0.413 -0.876 7.968
C -0.985 -0.388 1.870
C -0.516 0.909 1.873
H 1.473 1.691 1.846
H 1.106 3.695 6.772
F -2.114 -2.022 6.777
C -0.346 3.656 5.156
H -1.687 2.147 4.598
H -2.913 -0.449 0.953
H 3.188 -0.536 0.958
C 1.203 5.458 5.672
C 0.683 4.213 5.941
H -2.946 -0.448 2.719
C 2.673 -0.899 1.849
F 2.200 5.956 6.440
H 2.724 -1.988 1.845
C 0.710 6.194 4.610
*
```

Population analysis type Löwdin, resulting atomic charges in e: number 1, H, carries 0.0764; number 2, H, carries 0.1039; number 3, H, carries 0.1360; number 4, C, carries 0.0796; number 5, C, carries -0.2103; number 6, C, carries -0.2154; number 7, H, carries 0.0811; number 8, H, carries 0.1157; number 9, F, carries 0.1043; number 10, C, carries -0.3269; number 11, C, carries -0.2118; number 12, F, carries 0.1024; number 13, C, carries -0.0148; number 14, C, carries 0.0920; number 15, H, carries 0.1067; number 16, C, carries -0.0532; number 17, C, carries 0.0878; number 18, H, carries 0.1344; number 19, N, carries 0.0587; number 20, C, carries -0.1543; number 21, C, carries 0.1605; number 22, H, carries 0.1515; number 23, H, carries 0.1518; number 24, C, carries 0.1401; number 25, C, carries -0.3100; number 26, C, carries -0.1167; number 27, H, carries 0.1623; number 28, H, carries 0.1068; number 29, F, carries 0.1038; number 30, C, carries -0.1592; number 31, H, carries 0.1249; number 32, H, carries 0.0829; number 33, H, carries 0.0825; number 34, C, carries -0.2120; number 35, C, carries 0.0873; number 36, H, carries 0.0599; number 37, C, carries -0.0342; number 38, F, carries 0.1044; number 39, H, carries 0.0852; number 40, C, carries 0.1361



DFT (ωB97M-V/def2-TZVPD) results for a structure of composition C19H16N2O12P2ReS.

## Properties
**HOMO-LUMO gap (alpha / beta)**: 7.2 / 6.9 eV
**Molecular weight**: 744.561 g mol⁻¹
**Highest occupied orbital energy (alpha / beta)**: -8.53 / -8.37 eV
**Electronic energy**: -2905.54763 Ha

Geometry as ORCA input:
```
! wB97M-V def2-TZVPD RIJCOSX def2/J DEFGRID3
* xyz 0 2
N -0.106 -0.620 0.135
O 2.343 1.090 4.152
C -0.058 -3.236 -3.353
H -1.210 2.226 4.433
C -4.759 2.671 -0.570
C -3.057 2.502 1.073
S 1.194 -1.660 0.147
O -2.650 3.256 3.322
Re -0.431 1.266 0.830
H -0.128 -5.311 -3.889
C 3.801 -1.167 -0.018
O -1.355 1.374 -3.087
H -6.197 2.881 -1.808
O -0.286 1.666 -1.129
N -2.304 1.863 0.182
C 4.946 -0.580 -0.530
H -4.112 2.142 -2.590
O 2.771 -0.909 2.656
O -1.396 0.350 2.301
H -0.904 -1.228 0.306
C 0.261 -2.312 -2.375
C 0.125 -4.596 -3.117
O -1.950 -0.524 4.630
O -6.016 3.039 -0.873
H 0.107 -1.254 -2.541
C 2.446 0.191 -1.510
C -4.332 2.894 0.746
C -1.363 1.561 -1.901
H 3.856 -1.878 0.794
C -2.622 1.803 -1.099
P 1.799 0.114 3.035
P -0.967 0.161 3.805
C 0.764 -2.776 -1.164
C 0.619 -5.042 -1.903
H 1.319 -4.455 0.050
C 3.603 0.783 -1.995
H -4.958 3.410 1.459
H 5.741 0.866 -1.895
O 1.255 1.032 1.898
O 0.467 -0.555 3.684
H 5.912 -0.863 -0.138
C -2.201 2.925 2.254
H -0.453 -2.895 -4.300
H 1.481 0.484 -1.889
C -3.871 2.178 -1.536
C 4.846 0.395 -1.513
O -0.491 1.578 4.373
H 3.527 1.549 -2.755
H 1.649 1.690 4.457
H 0.749 -6.100 -1.722
C 0.939 -4.126 -0.908
O -0.914 2.925 1.921
C 2.572 -0.778 -0.531
*
```

Population analysis type Löwdin, resulting atomic charges in e: number 1, N, carries -0.4269; number 2, O, carries -0.0783; number 3, C, carries -0.0583; number 4, H, carries 0.0729; number 5, C, carries -0.2610; number 6, C, carries -0.1270; number 7, S, carries 1.1592; number 8, O, carries 0.1205; number 9, Re, carries 1.7025; number 10, H, carries 0.1080; number 11, C, carries -0.0850; number 12, O, carries 0.1274; number 13, H, carries 0.1231; number 14, O, carries -0.2044; number 15, N, carries -0.0216; number 16, C, carries -0.0547; number 17, H, carries 0.1380; number 18, O, carries -0.2548; number 19, O, carries -0.4146; number 20, H, carries 0.0474; number 21, C, carries -0.0607; number 22, C, carries -0.0680; number 23, O, carries -0.2228; number 24, O, carries 0.1011; number 25, H, carries 0.1017; number 26, C, carries -0.0655; number 27, C, carries 0.1123; number 28, C, carries -0.5172; number 29, H, carries 0.1025; number 30, C, carries -0.1421; number 31, P, carries 0.2474; number 32, P, carries 0.2705; number 33, C, carries -0.3895; number 34, C, carries -0.0681; number 35, H, carries 0.1131; number 36, C, carries -0.0561; number 37, H, carries 0.1452; number 38, H, carries 0.1071; number 39, O, carries -0.4235; number 40, O, carries -0.2277; number 41, H, carries 0.1113; number 42, C, carries -0.5400; number 43, H, carries 0.1114; number 44, H, carries 0.0831; number 45, C, carries 0.0940; number 46, C, carries -0.0645; number 47, O, carries -0.1217; number 48, H, carries 0.1109; number 49, H, carries 0.0703; number 50, H, carries 0.1093; number 51, C, carries -0.0753; number 52, O, carries -0.1703; number 53, C, carries -0.3907



DFT (ωB97M-V/def2-TZVPD) results for a structure of composition C19H16NO3 in a non-equilibrium geometry.

## Properties
**HOMO-LUMO gap**: 6.3 eV
**Molecular weight**: 306.341 g mol⁻¹
**Highest occupied orbital energy**: -3.13 eV
**Electronic energy**: -1014.12567 Ha

Geometry as ORCA input:
```
! wB97M-V def2-TZVPD RIJCOSX def2/J DEFGRID3
* xyz -1 1
C 5.518 2.600 4.292
C 1.705 -2.444 6.100
H 6.771 0.892 3.806
C 4.268 3.005 4.790
H -1.246 -2.268 7.824
H 0.398 -0.818 6.680
C 0.583 -1.888 6.746
H 4.008 4.070 4.775
C 2.003 -1.547 1.358
C 4.889 0.281 4.616
C 3.587 0.669 5.033
H 1.159 -5.731 6.850
H 6.214 3.325 3.880
H -0.323 -2.512 0.254
O 3.703 -2.303 4.815
C -0.156 -4.114 7.409
H -1.180 -2.626 1.811
N 0.755 -1.908 1.971
H 0.074 -3.798 1.382
C 2.464 -0.263 4.998
C 2.548 -0.498 2.208
C 0.474 -1.101 3.066
H -0.897 -4.750 7.923
H 1.456 0.127 5.182
C 1.637 -0.137 3.192
H 3.527 -0.090 2.056
C 0.990 -4.657 6.812
O 2.423 -2.041 0.319
H 2.308 2.394 5.459
C 1.901 -3.826 6.160
C -0.221 -2.749 1.320
H 1.396 0.894 3.432
H 5.072 -0.776 4.454
C 5.832 1.236 4.237
C 2.735 -1.672 5.301
H 2.728 -4.278 5.622
C 3.316 2.060 5.165
C -0.360 -2.721 7.375
O -0.493 -1.164 3.792
*
```

Population analysis type Löwdin, resulting atomic charges in e: number 1, C, carries -0.1247; number 2, C, carries -0.1334; number 3, H, carries 0.0940; number 4, C, carries -0.1171; number 5, H, carries 0.0938; number 6, H, carries 0.1019; number 7, C, carries -0.0326; number 8, H, carries 0.0916; number 9, C, carries -0.4467; number 10, C, carries -0.0315; number 11, C, carries -0.2017; number 12, H, carries 0.0915; number 13, H, carries 0.0826; number 14, H, carries 0.0863; number 15, O, carries 0.0063; number 16, C, carries -0.1066; number 17, H, carries 0.0763; number 18, N, carries -0.0191; number 19, H, carries 0.0835; number 20, C, carries -0.1166; number 21, C, carries -0.0389; number 22, C, carries -0.3998; number 23, H, carries 0.0945; number 24, H, carries 0.0963; number 25, C, carries -0.0936; number 26, H, carries 0.0916; number 27, C, carries -0.0956; number 28, O, carries 0.0151; number 29, H, carries 0.1068; number 30, C, carries -0.0313; number 31, C, carries -0.0374; number 32, H, carries 0.1191; number 33, H, carries 0.0934; number 34, C, carries -0.0984; number 35, C, carries -0.3334; number 36, H, carries 0.1100; number 37, C, carries -0.0590; number 38, C, carries -0.0883; number 39, O, carries 0.0711



DFT (ωB97M-V/def2-TZVPD) results for the molecule C19H16O5 in a non-equilibrium geometry.

## Properties
**HOMO-LUMO gap**: 7.2 eV
**Molecular weight**: 324.332 g mol⁻¹
**Highest occupied orbital energy**: -7.96 eV
**Electronic energy**: -1109.84583 Ha

Geometry as ORCA input:
```
! wB97M-V def2-TZVPD RIJCOSX def2/J DEFGRID3
* xyz 0 1
C -2.176 -1.656 3.133
H -3.574 -1.790 0.761
H -0.782 -0.870 6.123
H 0.235 2.264 -1.976
O 0.998 0.446 4.797
H 1.105 2.259 -4.618
H 1.452 0.941 4.073
C -1.973 -1.616 4.508
C 1.784 1.440 -4.296
H 2.850 0.841 -2.556
H -0.279 -1.365 -3.866
C 0.254 -0.440 -3.574
C -0.919 -0.521 -1.484
O 2.633 2.929 -2.583
C 2.114 1.581 -2.816
C 0.085 0.149 -2.318
C 0.875 1.361 -1.919
C 0.561 0.517 1.876
C -0.903 -0.900 5.035
H -2.349 -3.016 0.445
H -1.897 -0.101 -1.754
H 2.112 1.559 1.574
H -2.571 -2.220 5.150
C 0.373 0.432 0.474
C -1.330 -0.954 2.259
O 2.332 1.650 -0.015
C -0.239 -0.204 2.783
H -0.919 -1.609 -1.733
C -2.595 -1.982 0.287
C -1.531 -1.049 0.867
C 1.242 1.205 -0.433
O 1.566 1.295 2.357
C 1.136 0.093 -4.555
H 2.884 3.022 -1.645
H -2.947 -2.291 2.740
H -2.783 -1.885 -0.772
C -0.667 -0.385 0.006
O 1.183 -0.462 -5.651
H 2.704 1.541 -4.886
C -0.042 -0.211 4.200
*
```

Population analysis type Löwdin, resulting atomic charges in e: number 1, C, carries -0.0286; number 2, H, carries 0.0902; number 3, H, carries 0.1261; number 4, H, carries 0.1903; number 5, O, carries 0.0695; number 6, H, carries 0.1528; number 7, H, carries 0.0901; number 8, C, carries -0.0523; number 9, C, carries -0.0407; number 10, H, carries 0.1545; number 11, H, carries 0.1392; number 12, C, carries 0.0441; number 13, C, carries -0.0984; number 14, O, carries -0.0330; number 15, C, carries -0.3025; number 16, C, carries -0.1233; number 17, C, carries -0.1083; number 18, C, carries -0.1314; number 19, C, carries -0.0154; number 20, H, carries 0.0868; number 21, H, carries 0.1501; number 22, H, carries 0.0806; number 23, H, carries 0.1006; number 24, C, carries -0.0145; number 25, C, carries -0.1168; number 26, O, carries 0.0603; number 27, C, carries -0.0111; number 28, H, carries 0.1406; number 29, C, carries -0.0364; number 30, C, carries -0.1498; number 31, C, carries -0.1982; number 32, O, carries 0.0704; number 33, C, carries -0.4071; number 34, H, carries 0.0841; number 35, H, carries 0.0936; number 36, H, carries 0.0590; number 37, C, carries -0.1012; number 38, O, carries 0.0697; number 39, H, carries 0.1371; number 40, C, carries -0.2207